Record 1
{"formula": "C31H57BrClF2N7O22PS4", "method": "ωB97M-V with the def2-TZVPD basis set", "symbols": ["C", "C", "C", "Br", "C", "N", "C", "C", "C", "N", "C", "N", "C", "C", "O", "C", "N", "N", "C", "O", "F", "C", "O", "F", "N", "C", "P", "O", "Cl", "C", "C", "C", "C", "C", "O", "C", "N", "C", "C", "C", "O", "H", "H", "H", "H", "H", "H", "H", "H", "H", "H", "H", "H", "H", "H", "H", "H", "H", "H", "H", "H", "H", "H", "H", "H", "H", "H", "H", "H", "H", "H", "H", "H", "H", "H", "H", "H", "H", "H", "H", "H", "H", "C", "C", "O", "S", "O", "O", "O", "H", "H", "H", "H", "C", "C", "O", "S", "O", "O", "O", "H", "H", "H", "H", "C", "C", "O", "S", "O", "O", "O", "H", "H", "H", "H", "C", "C", "O", "S", "O", "O", "O", "H", "H", "H", "H"], "positions_angstrom": [[4.3988, -2.6435, 2.0801], [2.8431, -2.1686, 2.2705], [1.9983, -2.0577, 0.8288], [3.2553, -2.2782, -0.6544], [1.0355, -0.7689, 0.9719], [1.6497, 0.5672, 1.2472], [2.9264, 0.9007, 0.5852], [3.5695, 2.3760, 0.8811], [3.2242, 3.7799, 0.1092], [4.5641, 2.4585, 1.8647], [0.6699, 1.7072, 1.3415], [0.7044, 2.4986, 2.5011], [1.6202, 2.2414, 3.6832], [0.8912, 1.3537, 4.8996], [1.6365, 0.0820, 5.1496], [1.0393, 2.2128, 6.3274], [-0.1175, 1.8742, 7.2919], [-0.1647, 3.5634, 2.5286], [0.4651, 4.9155, 2.6175], [1.7572, 5.2415, 2.5657], [-0.4790, 6.0810, 2.8114], [-1.3782, 3.3714, 3.3891], [-2.5535, 3.1490, 2.7370], [-1.4708, 3.4627, 4.8636], [-0.2384, 1.9610, 0.1772], [-0.5196, 0.7894, -0.7063], [0.3363, 1.1537, -2.3679], [1.6229, 2.3135, -2.2511], [-1.1668, 2.1758, -3.5482], [-0.2819, -0.7144, -0.0646], [-0.1360, -1.8025, -1.3264], [-1.4751, -1.8413, -2.2879], [-1.1663, -1.6150, -3.8883], [-1.8708, -2.7140, -4.8819], [-2.7196, -2.0331, -5.8895], [-4.0431, -1.6879, -5.3340], [-1.5795, -1.0931, 0.5787], [-1.7219, -2.4574, 1.1246], [-2.1546, -0.1589, 1.5823], [-3.6065, 0.5588, 1.1550], [-1.7219, 0.1461, 2.8059], [4.8322, -2.7927, 3.1828], [4.5260, -3.7134, 1.5693], [5.0969, -1.8220, 1.5903], [2.8426, -1.1429, 2.8651], [2.2545, -2.9296, 2.9767], [1.3071, -3.0320, 0.8470], [0.4702, -0.9974, 2.0107], [2.8494, 0.7158, -0.5908], [3.7488, 0.1164, 0.9533], [3.7680, 3.8842, -0.9329], [2.0479, 3.8110, -0.0578], [3.5755, 4.6771, 0.7817], [4.7250, 1.5244, 2.3004], [2.6040, 1.6598, 3.4336], [1.9789, 3.2389, 4.2331], [-0.2462, 1.1619, 4.7028], [1.4057, -0.5736, 4.4279], [0.9112, 3.3826, 6.1253], [2.0943, 2.0501, 6.8201], [-0.6266, 1.0367, 6.9329], [-0.7718, 2.7117, 7.3033], [-1.1782, 2.3473, 0.4443], [-1.6875, 0.8242, -0.9618], [2.4446, 1.8248, -2.6122], [0.7777, -1.6027, -2.0236], [0.0319, -2.9207, -0.9435], [-1.9836, -2.9114, -2.1942], [-2.2936, -1.0405, -1.9723], [-1.6507, -0.5603, -4.1658], [-0.0070, -1.4815, -4.1250], [-0.9868, -3.2190, -5.5002], [-2.5481, -3.4995, -4.3336], [-4.9480, -2.1198, -5.9713], [-4.2263, -0.5111, -5.2891], [-4.2058, -2.0789, -4.2269], [-0.8428, -3.2061, 1.0227], [-2.6840, -2.9694, 0.6381], [-1.9785, -2.3974, 2.2890], [-3.4703, 1.6371, 0.7227], [-4.2608, 0.5203, 2.1465], [-4.1837, -0.1393, 0.3776], [-2.6281, 9.1504, 3.8535], [-3.2538, 8.0411, 4.6947], [-2.6865, 8.1928, 5.9939], [-2.3907, 9.7744, 6.2614], [-3.4939, 10.3173, 7.0227], [-1.0107, 9.9197, 6.6624], [-2.5393, 10.2810, 4.7190], [-1.6145, 8.8822, 3.5384], [-3.2303, 9.3905, 2.9731], [-3.0425, 7.0462, 4.2955], [-4.3371, 8.1756, 4.7814], [3.0719, -6.8657, -0.3949], [2.4462, -7.9751, 0.4463], [3.0135, -7.8233, 1.7455], [3.3093, -6.2417, 2.0130], [2.2061, -5.6989, 2.7743], [4.6893, -6.0964, 2.4140], [3.1607, -5.7351, 0.4706], [4.0855, -7.1339, -0.7099], [2.4697, -6.6256, -1.2752], [2.6575, -8.9699, 0.0471], [1.3629, -7.8405, 0.5330], [-7.1990, 2.8349, -6.8390], [-7.1633, 1.8138, -7.9730], [-6.7802, 0.5860, -7.3576], [-7.3617, 0.5529, -5.8340], [-8.5974, -0.1980, -5.8389], [-6.2691, 0.2650, -4.9341], [-7.7296, 2.1366, -5.7138], [-6.1904, 3.1758, -6.5837], [-7.8238, 3.6988, -7.0810], [-6.4556, 2.0885, -8.7588], [-8.1576, 1.6762, -8.4108], [5.6615, -6.4694, -5.4917], [5.3560, -5.0003, -5.2121], [4.5142, -5.0066, -4.0614], [4.9226, -6.2692, -3.1131], [5.8072, -5.7869, -2.0758], [3.7310, -7.0375, -2.8369], [5.8181, -7.0767, -4.2103], [4.8229, -6.9566, -5.9994], [6.5696, -6.5961, -6.0872], [4.8571, -4.5114, -6.0522], [6.2682, -4.4491, -4.9601]], "atomic_forces_ev_per_a": [[0.5, -0.5, 1.6], [0.3, -0.2, 0.4], [-0.6, -0.7, 3.0], [-0.8, 0.4, -0.1], [-2.8, -1.1, 1.1], [-1.9, 2.6, 0.0], [2.5, -0.1, -1.6], [3.6, 0.5, 3.3], [-0.5, -0.5, 0.3], [-4.5, -0.6, -4.2], [-0.3, -0.7, -1.6], [1.5, -2.0, -2.1], [1.3, -0.7, 2.7], [0.7, 0.6, 1.0], [-1.6, 1.1, -1.8], [-0.9, 0.6, -0.4], [0.3, 0.9, -1.5], [-0.8, 3.1, 2.4], [6.5, 4.3, 0.4], [-9.7, -3.1, 0.1], [2.3, -4.6, -0.6], [-9.1, -1.1, -2.4], [8.8, 1.6, 4.9], [1.4, -0.1, -5.1], [0.6, -1.4, 5.3], [-1.3, 0.1, -0.2], [1.3, -0.4, -2.3], [-0.6, -2.1, 0.1], [1.0, -0.3, 1.6], [0.9, -0.6, -1.7], [-0.3, -0.7, -0.6], [-0.5, -0.4, -0.4], [-0.4, 1.2, 0.0], [0.7, 0.4, -0.7], [-0.7, -0.7, 2.1], [-1.3, 0.9, 0.6], [0.7, 1.2, 1.6], [-1.8, -2.2, 1.6], [-0.5, 2.8, 4.2], [-0.1, -1.8, 0.4], [-1.4, -2.1, -6.9], [-1.0, 0.3, -2.3], [-0.3, 2.7, 0.9], [-1.7, -1.8, 0.8], [0.0, -1.9, -1.5], [1.4, 1.5, -1.7], [1.5, 2.4, -0.4], [1.3, 0.2, -2.2], [0.1, 0.5, 2.4], [-1.9, 1.7, -0.7], [-1.2, -0.5, 2.1], [2.6, 0.1, 0.2], [-0.7, -2.0, -1.3], [-0.2, 0.6, -0.5], [-2.2, 1.2, -0.1], [-1.1, -1.9, -2.0], [2.1, 0.3, 0.2], [0.2, 1.1, 1.2], [0.6, -2.5, 0.1], [-2.1, 0.0, -1.1], [0.5, 1.1, 0.5], [1.0, -1.8, -0.1], [1.5, 0.3, 0.1], [2.6, 0.0, 0.5], [-2.0, 1.0, 0.7], [-1.6, 0.0, 1.6], [-0.3, 2.7, -0.5], [1.0, 2.3, 0.0], [1.8, -1.8, -0.5], [1.1, -2.4, 0.4], [-2.5, -0.6, 0.6], [-2.2, 0.8, 1.3], [1.6, 1.4, -0.8], [2.2, 0.7, 1.1], [0.8, -2.6, -0.2], [0.5, 0.7, -2.2], [-1.3, 1.7, 0.0], [2.2, 1.0, 0.9], [0.7, -0.2, -2.5], [-0.2, -2.0, 1.0], [1.6, 0.6, -2.1], [1.5, 1.6, 1.5], [0.3, -0.5, -0.3], [-0.6, 0.2, -0.4], [0.6, 0.8, -0.1], [0.0, 0.5, 0.7], [1.7, -0.6, -1.0], [-1.9, -0.2, -0.3], [-0.3, -0.4, 0.9], [-0.1, 0.0, 0.0], [0.1, 0.2, 0.3], [0.1, 0.1, 0.3], [0.1, 0.0, -0.1], [0.1, -0.8, 0.0], [-0.6, 0.2, -0.5], [0.6, 1.1, 0.3], [0.3, -0.4, 0.0], [1.4, -0.2, -0.7], [-1.9, -0.1, -0.2], [-0.3, 0.0, 1.4], [-0.4, 0.1, 0.3], [0.1, 0.1, 0.6], [0.1, 0.2, 0.3], [0.1, -0.1, -0.1], [0.5, 0.3, -0.4], [-0.6, 0.5, -0.3], [0.1, 0.0, 1.2], [-0.6, -0.3, -0.1], [1.8, 0.9, 0.4], [-1.5, 0.2, -1.0], [0.0, -1.1, -0.2], [-0.1, 0.0, -0.1], [0.0, -0.3, 0.2], [0.0, -0.3, 0.2], [0.1, 0.1, 0.0], [-0.4, 0.2, -0.7], [0.8, 0.0, -0.4], [-0.2, -1.1, 0.6], [0.6, 0.1, -0.4], [-1.4, -0.9, -1.0], [1.7, 1.0, -1.1], [-0.4, 0.8, 1.0], [0.1, 0.1, 0.0], [-0.1, -0.1, 0.3], [-0.1, -0.1, 0.3], [-0.1, -0.1, -0.1]], "lowdin_charge": [-0.1896, -0.2495, -0.5948, 0.7801, -0.1959, -0.0494, -0.1413, -0.2616, -0.0737, 0.1051, -0.0250, 0.0006, -0.0284, -0.2610, -0.0842, -0.1985, -0.0346, 0.0528, -0.1260, 0.0749, 0.0140, -0.1209, 0.0599, 0.0463, 0.0998, -0.3886, 0.7140, -0.3996, 0.1858, -0.2818, -0.1701, -0.1866, -0.1902, -0.2045, -0.2584, -0.1277, -0.1446, -0.0738, -0.2939, -0.0160, -0.0317, 0.1073, 0.0598, 0.0727, 0.0957, 0.1282, 0.1081, 0.1624, 0.1051, 0.1146, 0.0990, 0.0671, 0.0887, 0.0383, 0.1304, 0.1532, 0.1271, 0.0843, 0.1188, 0.1369, 0.0677, 0.0741, 0.1311, 0.1319, 0.0829, 0.0557, 0.1177, 0.1183, 0.1112, 0.0784, 0.1097, 0.1381, 0.1229, 0.1112, 0.0844, 0.1030, 0.0977, 0.1260, 0.1262, 0.0800, 0.1135, 0.1062, -0.1766, -0.1801, -0.1982, 0.6817, -0.2292, -0.2319, -0.1903, 0.1257, 0.1376, 0.1236, 0.1346, -0.1997, -0.1549, -0.1822, 0.6610, -0.2508, -0.2298, -0.2272, 0.1064, 0.1245, 0.1440, 0.1328, -0.1729, -0.1719, -0.1940, 0.6824, -0.2256, -0.2629, -0.1923, 0.1317, 0.1388, 0.1389, 0.1357, -0.1656, -0.1705, -0.1960, 0.6931, -0.2160, -0.2619, -0.1809, 0.1356, 0.1418, 0.1395, 0.1355], "total_energy_ev": -229149.2536, "e_homo_ha": -0.418, "lumo_energy_ev": -4.7, "charge": 1}


Record 2
{"formula": "C31H57Cl2GdN3OP2", "method": "ωB97M-V with the def2-TZVPD basis set", "symbols": ["P", "C", "C", "C", "C", "C", "C", "C", "C", "C", "C", "C", "C", "C", "C", "C", "C", "C", "C", "H", "H", "H", "H", "H", "H", "H", "H", "H", "H", "H", "H", "H", "H", "H", "H", "H", "H", "H", "H", "H", "H", "H", "H", "H", "H", "H", "H", "H", "H", "H", "H", "H", "Gd", "Cl", "Cl", "C", "H", "C", "C", "C", "C", "C", "C", "H", "H", "H", "H", "H", "C", "N", "C", "P", "O", "N", "C", "C", "N", "C", "C", "H", "H", "H", "H", "H", "H", "H", "H", "H", "H", "H", "H", "H", "H", "H", "H", "H", "H"], "positions_angstrom": [[0.0186, -1.4045, -1.6121], [-0.8588, -3.0726, -1.2314], [-1.0440, -4.1224, -2.3453], [-1.9384, -5.2890, -1.8939], [-1.5380, -5.8794, -0.5345], [-1.2088, -4.8320, 0.5331], [-0.2729, -3.7349, 0.0142], [1.8003, -1.9663, -1.8650], [1.9597, -3.2961, -2.5932], [3.4221, -3.5287, -2.9852], [4.3588, -3.4317, -1.7742], [4.0838, -2.2326, -0.8533], [2.5956, -1.9964, -0.5575], [-0.4868, -1.2284, -3.4064], [-2.0021, -1.0221, -3.5268], [-2.4233, -1.0088, -5.0022], [-1.6282, -0.0031, -5.8475], [-0.1119, -0.0762, -5.6205], [0.2854, -0.1264, -4.1391], [-1.8515, -2.6695, -0.9685], [-0.0736, -4.5466, -2.6385], [-1.4820, -3.6827, -3.2537], [-1.9024, -6.0756, -2.6624], [-2.9813, -4.9403, -1.8575], [-2.3583, -6.5084, -0.1773], [-0.6726, -6.5409, -0.6732], [-2.1349, -4.3566, 0.8813], [-0.7570, -5.3201, 1.4044], [-0.1159, -2.9889, 0.8040], [0.7025, -4.1846, -0.2203], [2.2054, -1.1572, -2.4927], [3.7038, -2.7855, -3.7471], [1.3415, -3.3540, -3.5014], [1.6510, -4.1109, -1.9211], [3.5110, -4.5184, -3.4579], [5.3897, -3.3743, -2.1365], [4.2832, -4.3628, -1.1963], [4.6319, -2.3640, 0.0866], [4.4832, -1.3268, -1.3273], [2.4660, -1.0542, -0.0055], [2.2203, -2.8017, 0.0889], [-0.2138, -2.1880, -3.8733], [-2.5646, -1.8027, -2.9925], [-2.2657, -0.0672, -3.0484], [-2.2866, -2.0170, -5.4203], [-3.4916, -0.7737, -5.0647], [-1.9869, 1.0156, -5.6535], [-1.8348, -0.1859, -6.9063], [0.3713, 0.7914, -6.0844], [0.2845, -0.9737, -6.1166], [1.3719, -0.2829, -4.0716], [0.0876, 0.8359, -3.6470], [-0.2865, 1.2229, 0.1755], [1.6294, 1.7658, -1.4013], [-2.1422, -0.4752, 0.6961], [0.7073, 1.3183, 2.2484], [0.6833, 2.3335, 2.6701], [1.3433, 0.4144, 3.1362], [2.1682, 0.9230, 4.1991], [3.0057, 0.0900, 4.9268], [3.0046, -1.2967, 4.6866], [2.1198, -1.8475, 3.7377], [1.2765, -1.0233, 3.0048], [2.1607, 2.0042, 4.3627], [3.6762, 0.5020, 5.6829], [2.0995, -2.9299, 3.5758], [0.5577, -1.4266, 2.2830], [3.6955, -1.9442, 5.2265], [-1.7515, 3.4111, 4.7707], [-2.0967, 3.3966, 3.3616], [-3.2973, 2.6293, 3.0073], [-1.2836, 4.1294, 2.1427], [-1.0509, 3.2084, 0.9529], [-2.2094, 5.4241, 1.6799], [-1.8914, 6.0670, 0.4084], [-2.9906, 6.2253, 2.6269], [0.1585, 4.6506, 2.7831], [1.3164, 4.7719, 1.8811], [0.1577, 5.6791, 3.8350], [-2.3994, 2.6922, 5.2883], [-1.9342, 4.3954, 5.2283], [-0.7087, 3.1095, 4.9368], [-4.1651, 3.2950, 2.8890], [-3.1538, 2.0543, 2.0832], [-3.4978, 1.9226, 3.8178], [-1.6640, 5.3000, -0.3396], [-2.7739, 6.6332, 0.0844], [-1.0339, 6.7569, 0.4854], [-3.8029, 6.7007, 2.0679], [-3.4189, 5.5784, 3.3992], [-2.3977, 7.0196, 3.1172], [1.1298, 5.4476, 1.0297], [2.1356, 5.1816, 2.4814], [1.6173, 3.7889, 1.5032], [-0.2647, 6.6419, 3.5083], [-0.3754, 5.3482, 4.7297], [1.2052, 5.8344, 4.1206]], "atomic_forces_ev_per_a": [[0.5, -1.5, -0.5], [-0.2, 0.8, -0.2], [0.1, -0.2, -0.1], [-0.2, 0.3, 0.0], [0.0, 0.0, -0.1], [-0.1, 0.2, 0.0], [-0.2, -0.1, 0.2], [-0.5, 0.3, 0.0], [0.4, -0.1, -0.2], [-0.1, 0.1, 0.0], [0.0, -0.1, 0.0], [0.0, 0.2, -0.1], [0.1, 0.0, 0.0], [0.3, -0.3, 0.3], [0.1, 0.1, -0.2], [0.0, 0.1, 0.1], [0.0, 0.0, 0.0], [0.0, 0.0, 0.1], [-0.2, 0.1, 0.0], [0.1, -0.3, 0.1], [-0.4, 0.1, 0.1], [0.1, -0.1, 0.2], [-0.1, 0.1, 0.2], [0.1, 0.0, 0.1], [0.1, -0.1, 0.0], [0.0, 0.1, 0.0], [0.1, 0.0, 0.0], [-0.1, 0.0, -0.1], [0.0, -0.1, -0.1], [-0.2, 0.1, 0.1], [0.1, -0.1, 0.2], [0.0, -0.1, 0.2], [0.2, 0.0, 0.3], [0.1, 0.2, -0.3], [0.1, 0.2, 0.1], [0.0, -0.1, 0.1], [-0.1, 0.1, 0.0], [0.0, 0.1, -0.1], [-0.1, 0.0, 0.0], [0.1, -0.2, -0.1], [0.1, 0.2, -0.1], [-0.2, 0.2, -0.1], [0.2, 0.2, -0.1], [0.0, -0.1, -0.1], [0.0, 0.1, 0.1], [0.1, -0.1, -0.1], [0.1, -0.1, 0.2], [0.0, 0.0, 0.0], [0.0, -0.1, -0.1], [-0.1, 0.1, 0.0], [-0.3, 0.1, 0.0], [0.1, -0.1, -0.1], [0.4, -0.4, 1.7], [0.9, 0.4, -0.9], [-1.1, -0.5, 0.2], [0.0, -0.3, 0.4], [0.0, -0.2, -0.4], [-0.1, 0.0, -0.7], [0.1, -0.4, 0.2], [-0.5, -0.2, -0.4], [0.2, -0.3, 0.0], [0.0, 0.6, 0.1], [0.3, 0.3, 0.1], [0.1, -0.2, 0.0], [-0.1, 0.0, -0.1], [0.0, 0.3, 0.1], [0.3, 0.1, 0.2], [-0.2, 0.1, -0.1], [0.2, -0.1, 0.3], [-0.3, -0.1, 0.0], [-0.1, 0.1, -0.2], [0.6, -1.6, -0.4], [-0.7, 2.3, 0.8], [-0.4, 0.1, -0.1], [0.0, 0.0, 0.0], [0.3, -0.1, -0.2], [0.1, 0.5, 0.3], [0.0, -0.1, -0.2], [0.1, -0.1, -0.1], [0.3, 0.2, -0.2], [0.0, -0.2, 0.0], [-0.2, 0.1, -0.1], [0.0, -0.2, 0.0], [0.0, 0.1, 0.2], [0.0, 0.1, -0.3], [0.0, 0.2, 0.2], [0.2, -0.1, -0.1], [-0.2, -0.1, 0.0], [0.0, 0.0, 0.2], [0.1, 0.1, -0.1], [-0.2, -0.2, -0.2], [0.1, -0.1, 0.2], [-0.1, -0.1, -0.2], [-0.1, 0.1, 0.0], [0.2, -0.1, 0.0], [0.1, 0.2, -0.3], [-0.3, 0.1, 0.0]], "lowdin_spin": [-0.0097, -0.0014, -0.0003, -0.0001, 0.0000, 0.0000, -0.0001, -0.0006, -0.0003, -0.0001, 0.0000, 0.0000, 0.0001, 0.0000, 0.0001, 0.0000, 0.0000, 0.0000, 0.0002, -0.0003, 0.0000, 0.0000, 0.0000, 0.0000, 0.0000, 0.0000, -0.0001, 0.0000, 0.0000, 0.0000, -0.0001, 0.0000, 0.0000, 0.0000, 0.0000, 0.0000, 0.0000, 0.0000, 0.0000, 0.0001, 0.0000, -0.0002, 0.0000, 0.0001, 0.0000, 0.0000, 0.0000, 0.0000, 0.0000, 0.0000, 0.0000, 0.0004, 6.8321, -0.0169, -0.0148, 0.2049, 0.0146, 0.0247, 0.0035, 0.0006, -0.0109, -0.0014, -0.0049, 0.0003, 0.0006, 0.0002, -0.0003, -0.0010, -0.0001, -0.0004, 0.0000, -0.0009, -0.0183, -0.0001, -0.0001, -0.0001, 0.0005, 0.0003, 0.0000, 0.0000, 0.0000, -0.0001, 0.0000, 0.0001, 0.0000, -0.0001, 0.0000, 0.0000, 0.0000, 0.0000, 0.0000, 0.0000, 0.0000, 0.0002, 0.0000, 0.0000, 0.0000], "total_energy_ev": -104052.4833, "e_homo_ha": [-0.068, -0.062], "multiplicity": 8, "lumo_energy_ev": [2.2, 2.2], "charge": -1}


- Number 2 is which compound?
  C31H57Cl2GdN3OP2